{"formula": "C28H44F16O7S2", "method": "the ωB97M-V functional and the def2-TZVPD basis", "elements": ["O", "C", "O", "C", "S", "O", "O", "C", "F", "F", "C", "F", "F", "C", "F", "F", "F", "C", "S", "O", "O", "C", "F", "F", "C", "F", "F", "C", "F", "F", "C", "F", "F", "F", "O", "H", "H", "C", "C", "C", "C", "C", "C", "H", "H", "H", "H", "H", "H", "H", "H", "H", "H", "H", "H", "H", "H", "C", "C", "C", "C", "C", "C", "H", "H", "H", "H", "H", "H", "H", "H", "H", "H", "H", "H", "H", "H", "C", "C", "C", "C", "C", "C", "H", "H", "H", "H", "H", "H", "H", "H", "H", "H", "H", "H", "H", "H"], "xyz": [[-3.6317, -3.8868, 3.4220], [-3.2319, -3.6092, 2.2582], [-2.1478, -4.2902, 1.5490], [-1.5649, -3.1785, 0.8145], [-0.0375, -3.4397, -0.2110], [0.5582, -4.7778, 0.1902], [-0.2454, -3.3271, -1.6963], [1.2761, -2.1332, 0.2182], [2.1823, -2.1476, -0.8968], [2.0470, -2.6229, 1.3422], [0.6566, -0.6837, 0.5347], [0.3748, -0.6124, 1.9557], [-0.5100, -0.4357, -0.2630], [1.6700, 0.5537, 0.2465], [2.7966, 0.5051, 1.1256], [0.9340, 1.7399, 0.6338], [2.0069, 0.7139, -1.1196], [-2.9087, -2.6009, 0.1501], [-3.9196, -3.6632, -0.9992], [-3.1288, -4.0504, -2.2490], [-4.3335, -4.9946, -0.3706], [-5.4957, -2.8675, -1.6089], [-5.2610, -1.8582, -2.6227], [-6.2222, -3.9110, -2.3005], [-6.4945, -2.3395, -0.4492], [-6.5015, -3.2407, 0.6695], [-7.8287, -2.4327, -1.0141], [-6.2979, -0.7919, -0.0440], [-7.1743, -0.0386, -0.9199], [-4.9782, -0.2837, -0.2392], [-6.7578, -0.4180, 1.4571], [-5.6627, -0.5350, 2.3856], [-7.9336, -1.0754, 1.8963], [-7.0801, 0.9936, 1.4364], [-3.7044, -2.5304, 1.3861], [-1.3771, -2.4169, 1.6781], [-2.7882, -1.5990, -0.4043], [1.1174, -7.7795, -0.2174], [2.5655, -7.6586, 0.2383], [3.5447, -8.4181, -0.6589], [3.3386, -9.9351, -0.7122], [3.4016, -10.6505, 0.6387], [4.7572, -10.5248, 1.3201], [0.7695, -8.8147, -0.1874], [0.4697, -7.1908, 0.4366], [0.9989, -7.4032, -1.2376], [2.6539, -7.9971, 1.2753], [2.8436, -6.5990, 0.2372], [4.5659, -8.2002, -0.3273], [3.4708, -8.0230, -1.6792], [4.0993, -10.3633, -1.3761], [2.3742, -10.1558, -1.1817], [3.1898, -11.7135, 0.4777], [2.6183, -10.2790, 1.3060], [5.5499, -10.9352, 0.6886], [4.7568, -11.0789, 2.2635], [5.0006, -9.4843, 1.5485], [-1.0888, 7.9109, -0.2632], [-1.8021, 6.9575, -1.2123], [-2.7659, 6.0081, -0.4989], [-2.1139, 5.0538, 0.5065], [-1.0171, 4.1531, -0.0650], [-1.5233, 3.2034, -1.1420], [-0.4642, 7.3736, 0.4541], [-0.4418, 8.5868, -0.8292], [-1.8095, 8.5189, 0.2914], [-1.0635, 6.3923, -1.7891], [-2.3705, 7.5487, -1.9385], [-3.3103, 5.4286, -1.2526], [-3.5239, 6.6004, 0.0276], [-2.8985, 4.4241, 0.9431], [-1.6962, 5.6304, 1.3386], [-0.5959, 3.5591, 0.7530], [-0.1945, 4.7555, -0.4624], [-2.3148, 2.5576, -0.7510], [-0.7078, 2.5632, -1.4924], [-1.9138, 3.7439, -2.0076], [3.5372, 5.4151, 1.5647], [2.6582, 6.3886, 0.7905], [3.0318, 6.4910, -0.6894], [4.4415, 7.0198, -0.9713], [4.7497, 8.4000, -0.3876], [3.8638, 9.5010, -0.9543], [4.5831, 5.7299, 1.5678], [3.2038, 5.3553, 2.6043], [3.4785, 4.4114, 1.1331], [2.6953, 7.3742, 1.2647], [1.6179, 6.0525, 0.8635], [2.2959, 7.1270, -1.1938], [2.9358, 5.4999, -1.1491], [4.5860, 7.0538, -2.0578], [5.1811, 6.3058, -0.5938], [5.7944, 8.6445, -0.6099], [4.6637, 8.3829, 0.7029], [3.9715, 9.5670, -2.0404], [4.1467, 10.4680, -0.5280], [2.8096, 9.3329, -0.7206]], "forces_ev_per_a": [[2.1, 1.8, -7.0], [-0.9, -1.4, 3.2], [-0.7, 1.8, 1.0], [-2.2, 1.3, 1.2], [1.9, -6.2, -4.0], [-1.9, 4.6, -0.2], [-0.1, 0.9, 4.5], [2.7, -0.5, 0.7], [-2.7, 0.4, 2.9], [-2.3, 1.6, -2.9], [0.3, 1.2, 0.7], [0.2, -0.4, -3.9], [2.6, -1.0, 2.2], [0.0, 2.7, 0.6], [-2.9, -0.2, -3.0], [2.0, -3.2, -1.1], [-0.6, -0.8, 4.0], [0.0, 1.5, 0.8], [2.7, -9.1, -3.6], [-2.1, 3.1, 3.5], [0.4, 5.1, -0.3], [-2.8, 0.5, -2.7], [-0.4, -2.4, 3.1], [2.5, 2.6, 2.1], [-2.5, -1.3, -0.3], [0.5, 2.6, -2.7], [3.4, 0.3, 1.6], [-0.9, 1.8, -1.0], [2.5, -1.9, 2.2], [-2.9, -1.6, 0.4], [-0.5, 2.5, 2.0], [-3.4, -0.2, -2.6], [3.7, 1.4, -1.2], [0.9, -3.8, 0.1], [1.4, -1.7, 0.4], [0.5, -0.7, -2.0], [-0.3, -1.3, 1.3], [-0.1, 0.0, 0.2], [0.0, 0.0, -0.2], [0.1, 0.0, 0.1], [-0.1, 0.0, -0.1], [0.1, -0.1, -0.1], [0.0, -0.1, 0.2], [0.0, 0.0, 0.0], [0.0, -0.1, -0.1], [0.0, 0.0, 0.1], [0.0, 0.0, 0.0], [0.0, -0.1, 0.0], [0.0, 0.0, 0.0], [0.0, 0.0, 0.1], [0.0, 0.0, 0.1], [0.0, 0.0, 0.0], [0.0, 0.1, 0.0], [0.0, 0.0, -0.1], [0.0, 0.1, 0.0], [0.1, 0.1, -0.1], [0.0, -0.1, 0.0], [0.1, 0.1, -0.1], [-0.1, 0.1, 0.1], [0.0, -0.1, -0.1], [0.1, 0.1, 0.1], [-0.1, 0.0, 0.1], [0.2, -0.1, -0.1], [0.0, 0.1, 0.0], [0.0, 0.0, 0.1], [0.1, -0.1, 0.0], [0.0, 0.0, 0.0], [0.0, -0.1, 0.0], [0.0, 0.0, 0.1], [0.1, 0.0, 0.0], [0.1, 0.0, 0.0], [0.0, 0.0, 0.0], [0.0, 0.1, -0.1], [0.0, 0.0, 0.0], [0.0, 0.0, 0.0], [-0.1, 0.0, 0.0], [0.0, -0.1, 0.0], [-0.1, 0.1, 0.2], [0.0, -0.1, -0.1], [-0.1, 0.1, 0.0], [0.1, -0.1, 0.1], [0.0, -0.1, -0.2], [0.0, 0.2, 0.1], [0.0, -0.1, 0.0], [0.1, -0.1, -0.1], [0.1, 0.1, 0.0], [0.0, 0.0, -0.1], [0.0, 0.1, 0.0], [0.0, 0.0, 0.0], [0.0, 0.0, 0.0], [0.0, 0.0, 0.1], [0.0, 0.0, 0.0], [-0.1, -0.1, 0.1], [0.0, 0.0, 0.0], [-0.1, 0.0, 0.0], [-0.1, 0.0, -0.1], [0.0, 0.0, 0.0]], "orbital_gap_ev": 9.21, "e_above_lowest_ev": 7.465, "e_homo_ev": -10.7, "total_energy_ha": -4013.86221}